Entry 1:
DFT (wB97M-V/def2-TZVPD) results for 8 unconnected molecules or ions with the total composition C5H23NO9 at a distorted geometry.

Structure (XYZ):
```
38
Properties=species:S:1:pos:R:3:forces:R:3
C -4.6135 0.0335 -1.1126 -1.022 1.543 2.106
C -3.7132 0.5868 0.0425 0.776 -1.177 -2.122
N -2.5205 -0.2668 0.2171 -0.445 2.007 0.780
C -2.0428 -0.4739 1.4548 0.104 -0.801 -0.511
O -0.9127 -0.9146 1.6565 -0.505 -0.127 -0.647
C -1.5562 -0.3835 -0.8846 -0.637 -2.995 0.663
C -0.1375 -0.1040 -0.4786 1.429 0.846 -0.616
O 0.2794 1.0071 -0.2069 -0.895 0.076 0.171
H -4.1852 -0.5142 -1.9381 0.254 0.034 0.017
H -5.4051 -0.4909 -0.5841 0.030 -0.856 -0.465
H -5.1460 0.9426 -1.4047 0.073 -0.210 -0.837
H -3.3399 1.5579 -0.2831 -0.175 0.265 0.489
H -4.3028 0.6071 0.9508 0.203 0.265 0.183
H -2.7397 -0.3402 2.2862 -0.206 0.286 -0.093
H -1.8182 -0.0427 -1.8809 -0.284 1.063 0.314
H -1.6562 -1.4696 -1.0478 0.827 0.028 -0.313
H 0.6345 -0.8651 -0.6363 -0.738 -0.088 0.263
O 0.1786 -1.6253 -3.7633 -0.447 -0.005 0.197
H 0.9485 -1.2198 -4.1697 0.026 0.005 0.009
H 0.4850 -1.8467 -2.8670 0.292 0.054 -0.446
O 2.4103 -1.4662 1.3642 0.130 0.042 -0.191
H 3.2547 -1.1469 1.6988 -0.025 -0.172 0.243
H 1.7839 -0.9379 1.8940 0.148 -0.102 0.125
O 1.9559 -1.7264 -1.6825 -0.485 -0.461 -0.598
H 2.8553 -1.5216 -1.9568 0.238 0.067 0.587
H 1.9468 -2.1868 -0.8388 0.758 0.018 0.207
O 4.2229 -0.2054 -0.7599 0.433 -0.190 -0.382
H 3.9247 -0.5911 0.0695 -0.278 0.246 -0.162
H 4.0420 0.7372 -0.6880 -0.126 0.023 0.258
O -0.0991 3.7270 0.3716 0.224 0.831 0.380
H -0.7571 3.1328 0.0381 -0.532 -0.496 -0.337
H 0.6393 3.1379 0.5134 0.198 -0.026 -0.034
O 0.8388 -0.2287 3.2711 1.181 -0.215 0.670
H 0.8458 0.5771 3.7855 -0.221 0.203 -0.223
H 0.1108 -0.2875 2.6397 -0.557 0.272 0.311
O 2.7563 1.8786 0.8311 -0.119 0.220 -0.028
H 1.8868 1.7009 0.4349 0.169 -0.498 -0.038
H 2.6077 2.6123 1.4346 0.206 0.024 0.070
```
Positions in Å, forces in eV/Å.

Calculated values
Relative energy (zero: lowest compared OMol25 entry of this formula, charge and spin), kJ/mol: 220.7
Structure (SMILES): CCN(C=O)CC=O.O.O.O.O.O.O.O
Kohn-Sham gap, eV: 10.5220
Molar mass, g/mol: 241.24
Energy, eV: -25475.0314

Here are the Löwdin charges for atoms 1 to 5, given in e: -0.059 -0.171 -0.076 -0.242 0.007

=====

Entry 2:
DFT (wB97M-V/def2-TZVPD) results for 2 unconnected molecules or ions with the total composition C3H5F2NO at a distorted geometry.

Structure (XYZ):
```
12
Properties=species:S:1:pos:R:3:forces:R:3
C -1.1421 0.2687 -1.3142 -1.468 0.325 2.366
C -1.5201 -0.2224 -0.1087 1.058 0.972 -1.794
F -1.8961 0.4969 0.9393 0.242 -0.437 -0.134
F -1.4097 -1.5167 0.2108 -0.535 0.427 0.076
H -1.1078 -0.5031 -2.0726 0.609 0.544 -0.285
H -1.0824 1.3965 -1.4116 -0.188 -1.839 -0.278
C 1.2267 0.1908 1.3225 -0.030 3.899 2.118
N 1.6120 0.7402 0.2497 -0.150 -1.376 0.261
O 1.7277 -0.0980 -0.8029 0.958 0.954 -2.180
H 0.9246 -0.8216 1.5496 0.117 -0.249 -0.250
H 1.1765 1.0732 2.0871 -0.174 -2.331 -0.740
H 1.4908 -1.0045 -0.6489 -0.440 -0.888 0.839
```
Positions in Å, forces in eV/Å.

Calculated values
Relative energy (zero: lowest compared OMol25 entry of this formula, charge and spin), kJ/mol: 379.1
Structure (SMILES): C=C(F)F.C=NO
Kohn-Sham gap, eV: 10.6438
Molar mass, g/mol: 109.07
Energy, eV: -12160.9560

Here are the Löwdin charges for atoms 1 to 5, given in e: 0.072 -0.465 0.107 0.086 0.072

=====

Entry 3:
DFT (wB97M-V/def2-TZVPD) results for a molecular structure, C13H11BCoF5N4O2.

Structure (XYZ):
```
37
Properties=species:S:1:pos:R:3:forces:R:3
Co 0.9163 0.9875 -0.6315 -0.055 -0.055 -0.036
B -0.9151 0.6846 2.3614 0.048 -0.018 -0.040
N -1.1921 1.8050 1.2896 0.007 -0.022 0.040
C -2.1690 2.6978 1.4435 -0.014 -0.026 0.013
C -2.1770 3.5640 0.3597 -0.005 0.000 -0.024
C -1.1406 3.1145 -0.4393 -0.003 -0.013 -0.002
N -0.5527 2.0540 0.1322 -0.028 0.024 0.035
N 0.2639 -0.2876 1.9725 -0.097 0.005 -0.055
C 0.6097 -1.3278 2.7282 0.025 -0.001 0.038
C 1.6274 -2.0357 2.1012 0.000 0.002 0.017
C 1.8498 -1.3409 0.9265 -0.028 0.019 -0.027
N 1.0201 -0.2879 0.8594 -0.013 -0.069 0.092
H -0.6189 1.2253 3.3972 0.006 0.007 0.005
H -1.9140 0.0182 2.4586 -0.010 0.012 0.015
H -2.8016 2.6578 2.3144 0.009 0.006 0.004
H -2.8429 4.3890 0.1818 0.006 -0.001 0.000
H -0.7870 3.4809 -1.3895 0.004 0.001 0.005
H 0.1088 -1.5023 3.6657 -0.005 -0.002 -0.007
H 2.1259 -2.9207 2.4535 -0.005 -0.003 -0.006
H 2.5456 -1.5289 0.1240 0.004 0.003 0.009
F -2.1979 -4.8457 -1.9945 0.003 0.004 0.003
C -1.5573 -3.6757 -2.0011 -0.025 0.001 0.010
C -0.2733 -3.5858 -2.5096 0.034 -0.019 -0.006
F 0.3289 -4.6771 -2.9870 -0.018 0.031 0.013
C 0.3860 -2.3712 -2.5147 -0.023 -0.044 -0.007
F 1.6336 -2.3149 -2.9902 0.002 0.009 0.005
C -0.2094 -1.2078 -2.0233 0.141 -0.072 -0.058
O 0.4555 -0.0561 -2.0621 -0.048 0.117 0.117
C -1.5006 -1.3309 -1.5145 -0.052 0.050 0.040
F -2.1131 -0.2491 -1.0174 0.025 0.010 -0.004
C -2.1692 -2.5414 -1.4988 0.014 -0.011 -0.024
F -3.4047 -2.6155 -1.0045 -0.007 -0.002 0.004
C 3.3728 2.8384 -0.4257 -0.053 0.031 0.151
O 2.3493 1.9407 -0.7232 0.152 0.028 -0.323
H 4.1956 2.7080 -1.1312 -0.007 -0.011 -0.009
H 3.7439 2.6736 0.5887 0.011 0.001 0.006
H 3.0036 3.8642 -0.4997 0.005 0.008 0.005
```
Positions in Å, forces in eV/Å.

Calculated values
Relative energy (zero: lowest compared OMol25 entry of this formula, charge and spin), kJ/mol: 0.0
Kohn-Sham gap (alpha / beta), eV: 9.3391 / 7.1747
Molar mass, g/mol: 419.99
Spin multiplicity: 5
Energy, eV: -75604.2749

Here are the Löwdin charges for atoms 1 to 5, given in e: 0.929 -0.368 -0.056 -0.076 -0.043

=====

Entry 4:
DFT (wB97M-V/def2-TZVPD) results for a molecular structure, C2H5N2O2 at a distorted geometry.

Structure (XYZ):
```
11
Properties=species:S:1:pos:R:3:forces:R:3
C 1.3925 -0.7801 -0.0106 2.121 1.099 -0.811
C 0.7837 0.7154 0.0928 2.972 1.633 -0.671
N 0.0270 -1.1947 0.1523 -2.094 -1.446 -0.634
N -0.3894 -0.0378 0.1806 -3.197 -2.659 -0.241
O -2.9649 0.0342 0.0217 1.433 -1.229 -0.740
O -1.6539 0.5260 0.2913 1.400 2.421 1.320
H 2.0520 -1.1408 -0.9102 -2.061 0.822 1.096
H 1.9796 -1.1548 0.8255 -0.085 0.361 0.428
H 1.0886 1.2178 1.0492 -0.557 -0.131 -1.048
H 0.7293 1.3709 -0.8279 0.542 -0.576 1.206
H -3.0445 0.4440 -0.8648 -0.474 -0.295 0.095
```
Positions in Å, forces in eV/Å.

Calculated values
Relative energy (zero: lowest compared OMol25 entry of this formula, charge and spin), kJ/mol: 678.8
Net charge: +1
Kohn-Sham gap, eV: 11.0257
Molar mass, g/mol: 89.07
Energy, eV: -9215.1021

Here are the Löwdin charges for atoms 1 to 5, given in e: -0.054 0.005 0.245 -0.122 0.129